[1]
This record from the Open Molecules 2025 dataset describes a 2-piece molecular cluster, CF6N2 overall at a distorted geometry. The level of theory is wB97M-V/def2-TZVPD.

Calculated values
* lowest unoccupied orbital energy (spin up / spin down): -0.7 / -0.7 eV
* ΔE to the lowest compared entry with this formula, charge and spin: 80.4 kJ/mol

Structure (XYZ):
```
9
CF6N2 | the Open Molecules 2025 dataset | wB97M-V/def2-TZVPD
C 0.269 0.443 0.235
N -1.491 -0.630 0.243
N 1.130 -0.686 0.008
F 0.282 0.973 1.460
F 0.184 1.360 -0.751
F -1.989 -0.565 -1.056
F -2.188 0.274 0.861
F 1.341 -0.770 -1.383
F 2.462 -0.400 0.383
```

Results of the natural (NBO) charge analysis, in e, for atoms 1 through 6:
1. C 0.821
2. N 0.313
3. N 0.254
4. F -0.265
5. F -0.279
6. F -0.239


[2]
This record from the Open Molecules 2025 dataset describes a 3-piece molecular cluster, C16H35Cl2FO9P overall at a distorted geometry. The level of theory is wB97M-V/def2-TZVPD.

Calculated values
* lowest unoccupied orbital energy: 1.9 eV
* charge: -1

Structure (XYZ):
```
64
C16H35Cl2FO9P | the Open Molecules 2025 dataset | wB97M-V/def2-TZVPD
O -3.442 -4.415 4.525
C -2.688 -3.429 4.369
F -3.036 -2.086 4.688
C -1.176 -3.645 3.816
C -0.274 -3.950 5.105
C 1.007 -4.913 4.985
O 1.453 -5.054 6.377
P 1.080 -3.560 7.230
Cl 1.736 -4.467 9.091
Cl 0.675 -1.774 8.394
O 0.209 -2.832 5.890
H -1.228 -4.488 3.051
H -0.871 -2.695 3.239
H -0.993 -4.603 5.744
H 0.643 -5.941 4.606
H 1.823 -4.373 4.385
H -0.243 -3.971 7.664
H 2.344 -2.921 6.964
C 2.058 -0.128 -3.273
O 2.101 0.003 -1.864
C 0.818 -0.186 -1.269
C 0.960 -0.437 0.229
O 1.288 -1.792 0.535
C 2.642 -2.170 0.286
C 3.609 -1.632 1.335
O 3.948 -0.278 1.048
C 4.537 0.369 2.160
H 1.372 0.606 -3.705
H 3.061 0.051 -3.663
H 1.755 -1.143 -3.550
H 0.305 -1.034 -1.737
H 0.237 0.728 -1.434
H -0.016 -0.264 0.693
H 1.663 0.256 0.694
H 2.948 -1.903 -0.727
H 2.653 -3.263 0.349
H 4.535 -2.219 1.316
H 3.151 -1.703 2.328
H 3.829 0.416 2.992
H 4.793 1.388 1.866
H 5.450 -0.150 2.469
C -4.633 4.147 -1.992
O -3.495 4.247 -2.829
C -2.301 3.863 -2.153
C -1.186 3.596 -3.159
O -1.263 2.293 -3.738
C -2.277 2.119 -4.729
C -1.919 2.763 -6.064
O -2.205 4.158 -6.034
C -1.569 4.854 -7.089
H -4.519 4.787 -1.113
H -5.504 4.477 -2.560
H -4.791 3.108 -1.689
H -2.477 2.963 -1.554
H -2.010 4.690 -1.495
H -0.234 3.616 -2.619
H -1.135 4.370 -3.927
H -3.250 2.454 -4.362
H -2.346 1.038 -4.884
H -2.523 2.314 -6.861
H -0.856 2.601 -6.276
H -0.482 4.777 -6.994
H -1.849 5.906 -7.022
H -1.892 4.462 -8.059
```

Results of the natural (NBO) charge analysis, in e, for atoms 1 through 6:
1. O -0.560
2. C 0.889
3. F -0.354
4. C -0.525
5. C 0.066
6. C -0.094


[3]
This record from the Open Molecules 2025 dataset describes C30H47DyN4O6SSi4 as an isolated structure at a distorted geometry. The level of theory is wB97M-V/def2-TZVPD.

Calculated values
* lowest unoccupied orbital energy (spin up / spin down): 3.6 / 3.6 eV
* multiplicity: 6
* charge: -2

Structure (XYZ):
```
93
C30H47DyN4O6SSi4 | the Open Molecules 2025 dataset | wB97M-V/def2-TZVPD
Dy -1.922 -0.340 1.087
N -1.403 0.775 5.537
C -1.228 0.097 4.388
S 0.013 0.502 3.244
N -2.043 -0.947 4.183
N -1.785 -1.660 3.089
C -1.835 -3.001 3.231
C -1.440 -3.934 2.223
C -1.537 -5.307 2.503
C -1.201 -6.263 1.547
C -0.790 -5.867 0.302
C -0.540 -4.531 -0.003
C -0.847 -3.513 0.915
O -0.656 -2.257 0.628
H -0.653 1.404 5.817
H -2.020 0.440 6.290
H -2.146 -3.443 4.168
H -1.859 -5.635 3.462
H -1.313 -7.322 1.731
H -0.860 -6.581 -0.537
H -0.128 -4.256 -0.956
C -4.367 1.765 -6.274
O -3.371 1.145 -5.362
C -3.728 0.765 -4.110
C -5.073 0.882 -3.567
C -5.370 0.492 -2.277
C -4.399 -0.013 -1.401
C -4.719 -0.460 -0.061
C -6.168 -0.263 0.303
O -3.960 -0.999 0.830
C -2.995 -0.164 -1.901
O -2.053 -0.643 -1.146
C -2.730 0.351 -3.187
H -3.803 2.096 -7.156
H -4.794 2.722 -5.837
H -5.110 1.070 -6.529
H -5.794 1.380 -4.220
H -6.370 0.555 -1.924
H -6.526 0.797 0.329
H -6.328 -0.736 1.277
H -6.741 -0.813 -0.469
H -1.733 0.157 -3.565
O -1.042 1.797 0.270
C -2.082 2.432 0.683
C -2.371 3.976 0.472
C -3.841 4.080 0.888
C -4.243 2.628 1.251
O -5.370 2.286 1.569
N -3.114 1.815 1.265
H -2.054 4.350 -0.562
H -1.628 4.515 1.132
H -4.529 4.562 0.187
H -3.955 4.682 1.832
C 5.594 1.564 2.104
Si 4.584 0.014 2.073
C 5.743 -1.471 2.148
C 3.359 0.012 3.576
Si 3.133 0.263 0.238
Si 3.522 -1.379 -1.356
C 4.548 -0.686 -2.796
C 4.370 -2.866 -0.724
C 1.999 -2.001 -2.192
Si 3.261 2.392 -0.811
C 5.054 2.768 -1.484
C 2.143 2.369 -2.375
C 2.511 3.593 0.523
H 6.538 1.367 1.641
H 5.766 1.732 3.174
H 5.271 2.427 1.564
H 6.211 -1.503 3.145
H 6.479 -1.392 1.369
H 5.177 -2.353 1.939
H 3.310 1.075 3.853
H 3.804 -0.578 4.404
H 2.344 -0.360 3.413
H 3.921 -0.162 -3.570
H 5.105 -1.481 -3.279
H 5.208 0.135 -2.405
H 5.426 -2.714 -0.407
H 4.410 -3.527 -1.625
H 3.838 -3.331 0.108
H 1.268 -1.168 -2.341
H 1.472 -2.712 -1.586
H 2.169 -2.526 -3.128
H 5.717 2.003 -1.148
H 5.518 3.706 -1.170
H 4.929 2.588 -2.575
H 2.439 1.586 -3.062
H 2.192 3.306 -2.954
H 1.078 2.228 -2.139
H 3.258 3.827 1.272
H 1.560 3.139 0.883
H 2.325 4.549 0.112
```

Results of the Mulliken charge analysis, in e, for atoms 1 through 6:
1. Dy 0.203
2. N -0.430
3. C 0.431
4. S -0.358
5. N -1.393
6. N 1.170


[4]
This record from the Open Molecules 2025 dataset describes one molecule with the formula C9H10NP at a distorted geometry. The level of theory is wB97M-V/def2-TZVPD.

Calculated values
* lowest unoccupied orbital energy (spin up / spin down): -0.2 / -0.2 eV
* ΔE to the lowest compared entry with this formula, charge and spin: 258.8 kJ/mol

Structure (XYZ):
```
21
C9H10NP | the Open Molecules 2025 dataset | wB97M-V/def2-TZVPD
C -3.269 -0.126 -0.309
C -2.602 1.087 -0.480
C -2.573 -1.263 0.040
C -1.231 1.185 -0.400
C -0.406 -2.407 0.168
C 0.950 -2.210 -0.027
C -1.194 -1.274 -0.035
C -0.582 -0.026 -0.264
C 2.806 1.185 0.638
N 1.377 -0.972 -0.376
P 2.847 -0.176 -0.613
H -4.409 -0.020 -0.249
H -3.120 1.954 -0.581
H -3.161 -2.218 0.329
H -0.604 2.049 -0.398
H -0.727 -3.380 0.220
H 1.696 -3.115 0.049
H 2.816 0.981 1.705
H 1.906 1.649 0.601
H 3.692 1.956 0.322
H 2.408 0.497 -1.822
```

Results of the natural (NBO) charge analysis, in e, for atoms 1 through 6:
1. C -0.204
2. C -0.229
3. C -0.179
4. C -0.307
5. C -0.369
6. C 0.069